{"formula": "C27H39CrN4O2PSb", "method": "ωB97M-V/def2-TZVPD", "symbols": ["Cr", "N", "N", "C", "O", "O", "H", "H", "H", "N", "P", "C", "C", "C", "C", "C", "C", "C", "C", "C", "C", "C", "C", "C", "C", "C", "C", "C", "N", "H", "H", "H", "H", "H", "H", "H", "H", "H", "H", "H", "H", "H", "H", "H", "C", "C", "C", "Sb", "C", "C", "C", "C", "C", "C", "H", "H", "H", "H", "H", "H", "H", "H", "H", "H", "H", "H", "H", "H", "H", "H", "H", "H", "H", "H", "H"], "coordinates": [[-0.084, 1.322, 0.941], [0.873, 3.295, 1.027], [1.629, 3.336, 2.233], [2.246, 2.039, 2.526], [3.021, 2.110, 3.496], [1.877, 1.011, 1.835], [1.480, 3.404, 0.216], [0.258, 4.152, 1.031], [2.221, 4.168, 2.317], [-2.183, -0.508, 2.328], [-1.585, -0.714, 0.674], [-3.161, -0.591, -0.164], [-3.250, 0.269, -1.257], [-4.464, 0.409, -1.952], [-5.571, -0.301, -1.479], [-5.482, -1.159, -0.393], [-4.324, -1.325, 0.308], [-1.295, -2.511, 0.721], [-0.424, -3.086, 1.667], [-0.326, -4.475, 1.802], [-0.986, -5.309, 0.861], [-1.735, -4.740, -0.180], [-1.896, -3.358, -0.255], [-2.259, 0.672, 2.894], [-3.243, 0.922, 3.935], [-3.066, 2.034, 4.722], [-2.033, 2.960, 4.414], [-1.218, 2.754, 3.301], [-1.418, 1.694, 2.474], [-2.689, -1.292, 2.772], [-2.409, 0.973, -1.432], [-4.583, 1.093, -2.754], [-6.490, -0.191, -2.027], [-6.331, -1.672, -0.007], [-4.201, -2.083, 1.084], [0.167, -2.428, 2.327], [0.261, -4.913, 2.599], [-0.876, -6.389, 0.966], [-2.230, -5.374, -0.891], [-2.436, -2.927, -1.132], [-4.025, 0.152, 4.091], [-3.624, 2.236, 5.633], [-1.866, 3.796, 5.107], [-0.354, 3.397, 3.078], [0.235, 1.636, -3.479], [0.923, 0.376, -3.058], [-0.016, -0.859, -3.082], [1.911, 0.459, -1.121], [2.698, -1.509, -0.528], [3.639, -1.289, 0.649], [3.365, -2.168, -1.725], [3.847, 1.518, -1.460], [4.269, 1.324, -2.896], [3.581, 2.949, -1.212], [-0.279, 1.378, -4.423], [0.925, 2.461, -3.724], [-0.472, 2.030, -2.716], [1.736, 0.165, -3.815], [-0.770, -0.711, -2.333], [0.552, -1.758, -2.851], [-0.540, -0.907, -4.097], [1.854, -2.099, -0.151], [4.554, -0.752, 0.312], [3.879, -2.287, 1.008], [3.140, -0.747, 1.483], [4.468, -1.891, -1.765], [2.900, -1.775, -2.663], [3.288, -3.272, -1.798], [4.540, 1.015, -0.737], [3.644, 1.826, -3.633], [4.289, 0.258, -3.156], [5.273, 1.695, -3.140], [2.917, 3.418, -1.961], [4.526, 3.556, -1.217], [3.207, 3.108, -0.165]], "mulliken_spin": [3.671, -0.006, 0.006, 0.037, -0.023, -0.103, -0.004, 0.006, 0.001, -0.008, -0.022, -0.051, -0.001, 0.003, 0.001, 0.000, -0.001, -0.032, 0.011, 0.002, -0.003, 0.001, -0.005, 0.060, -0.010, 0.008, -0.002, 0.046, -0.069, 0.001, 0.009, 0.000, 0.000, 0.000, 0.000, 0.006, 0.000, 0.000, 0.000, 0.000, -0.001, 0.000, 0.000, -0.014, -0.011, -0.066, -0.012, -0.348, -0.035, -0.002, -0.007, -0.033, -0.002, -0.018, -0.002, -0.002, 0.008, -0.005, 0.012, 0.000, -0.003, 0.008, 0.001, 0.000, 0.001, 0.001, -0.002, -0.003, 0.002, 0.000, 0.000, -0.005, 0.000, 0.000, 0.010], "gap_ev": [5.59, 7.75], "total_charge": 2, "homo_energy_ev": [-14.097, -14.113], "spin_multiplicity": 4}


{"formula": "C27H39CuN8O4Se", "method": "ωB97M-V/def2-TZVPD", "symbols": ["Cu", "C", "C", "N", "C", "C", "N", "C", "O", "O", "C", "O", "O", "H", "H", "H", "H", "H", "C", "C", "C", "C", "N", "C", "Se", "N", "C", "C", "C", "C", "C", "C", "C", "C", "C", "C", "H", "H", "H", "H", "H", "H", "H", "H", "H", "H", "H", "H", "H", "H", "H", "H", "H", "H", "H", "H", "H", "H", "C", "N", "C", "N", "C", "N", "C", "N", "C", "C", "H", "H", "H", "H", "H", "H", "H", "H", "H", "H", "H", "H"], "coordinates": [[1.908, 0.524, -0.487], [-0.018, 3.419, -2.300], [1.114, 3.601, -1.345], [1.811, 2.600, -0.838], [2.853, 3.117, -0.132], [2.726, 4.549, -0.108], [1.648, 4.782, -0.936], [3.586, 5.648, 0.344], [4.699, 5.271, 0.971], [3.236, 6.785, 0.188], [3.883, 2.166, 0.482], [4.815, 2.720, 1.111], [3.727, 0.941, 0.255], [-0.529, 2.483, -2.053], [0.345, 3.396, -3.377], [-0.739, 4.242, -2.217], [1.174, 5.688, -1.118], [4.837, 4.255, 1.050], [0.012, 2.439, 4.066], [-1.509, 2.058, 3.804], [-2.134, 2.557, 2.493], [-1.582, 1.985, 1.159], [-2.087, 0.648, 0.822], [-1.188, -0.444, 0.948], [0.569, -0.357, 1.363], [-1.889, -1.607, 1.077], [-1.281, -2.955, 1.088], [-1.030, -3.610, 2.505], [-2.255, -4.080, 3.375], [-2.829, -5.395, 2.891], [-3.230, -1.265, 1.178], [-4.307, -2.148, 1.140], [-5.614, -1.547, 0.978], [-5.728, -0.156, 0.841], [-4.601, 0.687, 0.792], [-3.383, 0.141, 1.006], [0.458, 1.746, 4.803], [0.111, 3.503, 4.255], [0.520, 2.350, 3.094], [-2.072, 2.481, 4.680], [-1.644, 0.956, 3.898], [-1.981, 3.633, 2.391], [-3.231, 2.409, 2.494], [-0.460, 1.922, 1.210], [-1.816, 2.756, 0.421], [-0.326, -2.881, 0.570], [-1.929, -3.698, 0.519], [-0.490, -2.880, 3.110], [-0.400, -4.499, 2.323], [-3.000, -3.275, 3.525], [-1.862, -4.253, 4.415], [-3.114, -5.399, 1.864], [-3.705, -5.609, 3.529], [-2.072, -6.175, 3.043], [-4.213, -3.236, 1.123], [-6.532, -2.136, 0.998], [-6.641, 0.349, 0.839], [-4.617, 1.734, 0.615], [0.890, -0.981, -2.715], [2.243, -0.581, -2.222], [2.957, 0.088, -3.332], [3.006, -0.791, -4.517], [1.688, -1.239, -4.904], [1.016, -1.945, -3.834], [1.832, -3.135, -3.395], [3.165, -2.705, -2.973], [2.970, -1.773, -1.848], [3.792, -1.955, -4.131], [0.400, -0.057, -3.078], [0.306, -1.434, -1.910], [3.987, 0.402, -3.048], [2.467, 0.996, -3.622], [1.796, -1.853, -5.811], [1.161, -0.331, -5.193], [1.966, -3.766, -4.296], [1.389, -3.716, -2.590], [3.938, -1.430, -1.483], [2.423, -2.368, -1.091], [3.813, -2.661, -4.944], [4.800, -1.704, -3.797]], "mulliken_charge": [0.228, -1.225, 0.068, 0.077, 0.428, -0.150, 0.021, 0.431, -0.567, -0.618, 0.858, -0.879, -0.535, 0.097, 0.272, 0.452, 0.287, 0.480, -0.875, -0.401, -0.892, 0.022, 0.741, -0.421, -0.432, 0.676, -0.489, -0.524, -0.422, -1.336, 0.366, -0.260, -0.775, -0.848, -0.515, 0.132, 0.292, 0.378, 0.037, 0.404, 0.186, 0.499, 0.305, -0.503, 0.155, -0.167, 0.407, 0.155, 0.507, 0.332, 0.369, 0.354, 0.311, 0.394, 0.289, 0.402, 0.459, 0.545, -0.532, 1.183, -0.706, 0.084, -0.727, 0.099, -0.620, -0.011, -0.753, -0.725, 0.105, 0.145, 0.195, 0.155, 0.323, 0.381, 0.354, 0.282, 0.241, 0.222, 0.391, 0.332], "gap_ev": 7.67, "total_charge": 0, "homo_energy_ev": -7.753}


{"formula": "C27H39N4O5PtSi3", "method": "ωB97M-V/def2-TZVPD", "symbols": ["Pt", "O", "C", "O", "C", "C", "C", "N", "C", "C", "C", "O", "O", "H", "H", "H", "N", "C", "C", "C", "C", "C", "N", "C", "C", "C", "C", "C", "N", "H", "H", "H", "H", "H", "H", "H", "H", "H", "C", "O", "Si", "C", "C", "C", "Si", "C", "C", "C", "Si", "C", "C", "C", "H", "H", "H", "H", "H", "H", "H", "H", "H", "H", "H", "H", "H", "H", "H", "H", "H", "H", "H", "H", "H", "H", "H", "H", "H", "H", "H"], "coordinates": [[-0.052, 0.096, 0.040], [-5.979, -1.060, -1.405], [-5.795, -0.082, -2.172], [-6.514, 0.505, -2.967], [-4.402, 0.454, -1.896], [-3.320, 0.025, -2.667], [-2.045, 0.179, -2.182], [-1.793, 0.760, -0.996], [-2.817, 1.342, -0.343], [-4.117, 1.235, -0.770], [-2.513, 2.067, 0.935], [-3.101, 3.049, 1.283], [-1.557, 1.459, 1.658], [-3.486, -0.495, -3.601], [-1.182, -0.205, -2.713], [-4.909, 1.682, -0.185], [-0.466, -3.257, -2.072], [0.846, -3.441, -1.833], [1.571, -4.101, -2.892], [2.909, -4.491, -2.857], [3.869, -3.872, -2.109], [3.615, -2.568, -1.434], [1.332, -3.183, -0.625], [-1.523, -2.816, -1.230], [-2.802, -3.183, -1.621], [-3.875, -2.793, -0.842], [-3.611, -2.117, 0.344], [-2.307, -1.808, 0.654], [-1.252, -2.089, -0.145], [-0.799, -3.667, -2.932], [0.964, -4.447, -3.720], [3.196, -5.306, -3.510], [4.870, -4.282, -2.093], [4.543, -2.129, -1.074], [-2.954, -3.752, -2.529], [-4.893, -2.992, -1.142], [-4.420, -1.809, 0.990], [-2.067, -1.272, 1.561], [2.652, -2.622, -0.259], [2.319, -1.345, 0.155], [2.972, 0.051, 0.884], [3.235, -0.335, 2.678], [4.604, 0.498, 0.120], [1.576, 1.168, 0.423], [-1.124, 1.856, 3.301], [0.216, 3.134, 3.208], [-0.511, 0.195, 3.861], [-2.602, 2.401, 4.263], [1.548, 2.774, -0.558], [1.827, 2.314, -2.358], [2.912, 3.888, 0.068], [-0.071, 3.688, -0.402], [3.182, -1.865, -2.155], [0.629, -2.838, 0.025], [3.052, -3.224, 0.562], [4.057, -1.050, 2.770], [2.353, -0.776, 3.139], [3.513, 0.550, 3.253], [5.333, -0.305, 0.252], [5.005, 1.371, 0.640], [4.539, 0.741, -0.941], [1.203, 2.673, 3.125], [0.207, 3.763, 4.100], [0.074, 3.787, 2.347], [0.082, 0.265, 4.774], [0.120, -0.244, 3.084], [-1.342, -0.485, 4.059], [-3.098, 3.244, 3.782], [-2.282, 2.715, 5.259], [-3.329, 1.596, 4.385], [2.879, 2.116, -2.574], [1.498, 3.123, -3.013], [1.257, 1.419, -2.619], [3.863, 3.377, 0.212], [2.619, 4.337, 1.019], [3.077, 4.701, -0.644], [-0.848, 3.276, -1.047], [0.094, 4.724, -0.706], [-0.452, 3.708, 0.620]], "mulliken_spin": [1.399, -0.001, 0.000, 0.001, 0.003, 0.013, 0.008, 0.125, 0.003, -0.002, 0.008, 0.006, 0.102, 0.002, 0.002, 0.002, 0.092, 0.065, 0.394, -0.115, 0.395, 0.039, 0.076, -0.039, 0.024, -0.002, 0.015, 0.030, 0.076, -0.008, 0.008, 0.012, 0.010, -0.003, 0.000, 0.001, -0.001, -0.016, 0.043, 0.073, -0.018, 0.043, 0.041, 1.017, -0.016, 0.032, 0.005, 0.002, -0.075, 0.058, 0.038, 0.023, 0.042, -0.015, -0.014, 0.002, -0.005, 0.001, -0.001, 0.001, -0.003, -0.012, 0.003, 0.000, 0.002, 0.019, 0.002, 0.000, 0.000, 0.000, 0.002, 0.005, -0.010, -0.006, -0.002, 0.004, -0.004, 0.000, -0.001], "gap_ev": [6.94, 4.50], "total_charge": 1, "homo_energy_ev": [-10.363, -10.362], "spin_multiplicity": 5}


{"formula": "C27H39N5O6", "method": "ωB97M-V/def2-TZVPD", "symbols": ["C", "C", "C", "C", "C", "C", "C", "H", "H", "N", "C", "O", "C", "C", "N", "C", "N", "H", "H", "C", "O", "N", "C", "C", "H", "H", "C", "H", "C", "H", "C", "N", "C", "O", "O", "C", "C", "H", "H", "H", "C", "H", "H", "H", "C", "H", "H", "H", "H", "H", "H", "H", "H", "C", "O", "O", "C", "C", "H", "H", "H", "C", "H", "H", "H", "C", "H", "H", "H", "H", "H", "H", "H", "H", "H", "H", "H"], "coordinates": [[-5.977, 0.310, -4.401], [-5.277, 0.717, -3.141], [-5.863, 1.622, -2.263], [-5.233, 1.980, -1.088], [-3.991, 1.438, -0.760], [-3.390, 0.540, -1.636], [-4.037, 0.189, -2.807], [-3.562, -0.515, -3.475], [-2.422, 0.123, -1.415], [-3.412, 1.838, 0.446], [-2.294, 1.396, 1.053], [-1.555, 0.515, 0.616], [-2.049, 2.083, 2.327], [-1.013, 1.963, 3.244], [-1.311, 2.855, 4.231], [-2.467, 3.464, 3.905], [-2.936, 3.025, 2.771], [-2.938, 4.216, 4.507], [-0.709, 2.988, 5.032], [0.251, 1.201, 3.379], [0.962, 1.392, 4.355], [0.496, 0.306, 2.411], [1.793, -0.311, 2.299], [1.774, -1.537, 1.382], [2.803, -1.736, 1.077], [1.199, -1.294, 0.489], [1.228, -2.803, 2.046], [1.457, -3.650, 1.395], [-0.277, -2.804, 2.329], [-0.480, -3.516, 3.131], [-1.126, -3.228, 1.125], [-1.088, -2.288, 0.035], [-0.418, -2.529, -1.111], [0.098, -3.583, -1.404], [-0.437, -1.412, -1.872], [0.250, -1.371, -3.139], [0.009, 0.052, -3.648], [-1.054, 0.227, -3.789], [0.380, 0.771, -2.922], [0.524, 0.202, -4.593], [1.746, -1.615, -2.936], [2.268, -1.516, -3.884], [1.910, -2.614, -2.542], [2.148, -0.887, -2.233], [-0.346, -2.396, -4.104], [0.119, -2.295, -5.081], [-1.417, -2.236, -4.203], [-0.175, -3.401, -3.730], [-1.390, -1.337, 0.206], [-2.166, -3.352, 1.446], [-0.765, -4.181, 0.729], [-0.595, -1.819, 2.669], [1.767, -2.953, 2.984], [2.782, 0.731, 1.748], [2.432, 1.773, 1.261], [4.022, 0.296, 1.890], [5.159, 1.085, 1.442], [5.200, 2.414, 2.194], [5.186, 2.234, 3.267], [4.340, 3.024, 1.932], [6.107, 2.953, 1.937], [5.081, 1.303, -0.068], [5.976, 1.815, -0.409], [4.213, 1.907, -0.318], [5.005, 0.346, -0.581], [6.370, 0.224, 1.802], [6.313, -0.733, 1.291], [7.286, 0.729, 1.509], [6.391, 0.042, 2.873], [2.136, -0.584, 3.304], [-0.102, 0.320, 1.580], [-3.904, 2.555, 0.973], [-5.701, 2.684, -0.415], [-6.825, 2.051, -2.503], [-6.557, 1.136, -4.806], [-6.663, -0.513, -4.196], [-5.265, -0.024, -5.151]], "mulliken_charge": [-1.544, 0.584, -0.707, -0.864, 0.358, 0.516, -0.572, 0.453, -0.123, -0.063, -0.199, -0.882, 1.639, -0.436, -0.048, -0.565, -0.729, 0.460, 0.220, 0.572, -0.787, 0.351, 0.449, -0.235, 0.659, -0.467, -1.084, 0.479, -0.409, 0.376, -1.073, 0.163, 0.464, -0.681, -0.004, 1.542, -1.527, 0.276, 0.356, 0.458, -1.748, 0.499, 0.349, 0.329, -1.652, 0.461, 0.277, 0.360, 0.220, 0.412, 0.501, 0.142, 0.488, -0.177, -0.602, -0.226, 1.625, -1.644, 0.375, 0.348, 0.485, -1.615, 0.481, 0.365, 0.359, -1.760, 0.403, 0.421, 0.392, 0.561, -0.016, 0.363, 0.403, 0.389, 0.379, 0.307, 0.368], "gap_ev": 8.67, "total_charge": 0, "homo_energy_ev": -8.401}